ORCA calculation (ωB97M-V/def2-TZVPD) on one molecule with the formula C3H6N4.

The geometry in XYZ format:
```
13
Properties=species:S:1:pos:R:3
C -0.524 0.742 -0.015
C 0.726 1.486 -0.011
C 0.571 -1.528 0.041
N -1.766 -1.046 0.028
N -1.817 1.063 0.000
N -2.505 -0.013 0.020
N -0.519 -0.633 -0.029
H 1.331 1.236 0.904
H 1.400 1.125 -0.837
H 0.509 2.558 -0.201
H 0.813 -1.909 1.008
H 0.325 -2.307 -0.603
H 1.456 -0.772 -0.304
```

## Properties
- molecular weight (Da) = 98.11
- LUMO (alpha / beta) (eV) = 0.70 / -3.17
- 2S+1 = 3
- ΔE to the lowest compared entry with this formula, charge and spin (kcal per mole) = 62.04
- net charge = 0

Results of the Löwdin charge analysis, in e, for atoms 1 through 8: C -0.34; C -0.04; C -0.04; N 0.02; N 0.07; N -0.04; N -0.19; H 0.11